{
  "formula": "C72H180N12O15",
  "method": "the ωB97M-V functional and the def2-TZVPD basis",
  "molar_mass_g_mol": 1454.301,
  "gap_ev": 8.7458,
  "energy_ha": -4636.5529,
  "e_homo_ev": -8.3,
  "multiplicity": 1,
  "symbols": ["O", "O", "O", "O", "O", "O", "O", "O", "O", "O", "O", "O", "O", "O", "O", "N", "N", "N", "N", "N", "N", "N", "N", "N", "N", "N", "N", "C", "C", "C", "C", "C", "C", "C", "C", "C", "C", "C", "C", "C", "C", "C", "C", "C", "C", "C", "C", "C", "C", "C", "C", "C", "C", "C", "C", "C", "C", "C", "C", "C", "C", "C", "C", "C", "C", "C", "C", "C", "C", "C", "C", "C", "C", "C", "C", "C", "C", "C", "C", "C", "C", "C", "C", "C", "C", "C", "C", "C", "C", "C", "C", "C", "C", "C", "C", "C", "C", "C", "C", "H", "H", "H", "H", "H", "H", "H", "H", "H", "H", "H", "H", "H", "H", "H", "H", "H", "H", "H", "H", "H", "H", "H", "H", "H", "H", "H", "H", "H", "H", "H", "H", "H", "H", "H", "H", "H", "H", "H", "H", "H", "H", "H", "H", "H", "H", "H", "H", "H", "H", "H", "H", "H", "H", "H", "H", "H", "H", "H", "H", "H", "H", "H", "H", "H", "H", "H", "H", "H", "H", "H", "H", "H", "H", "H", "H", "H", "H", "H", "H", "H", "H", "H", "H", "H", "H", "H", "H", "H", "H", "H", "H", "H", "H", "H", "H", "H", "H", "H", "H", "H", "H", "H", "H", "H", "H", "H", "H", "H", "H", "H", "H", "H", "H", "H", "H", "H", "H", "H", "H", "H", "H", "H", "H", "H", "H", "H", "H", "H", "H", "H", "H", "H", "H", "H", "H", "H", "H", "H", "H", "H", "H", "H", "H", "H", "H", "H", "H", "H", "H", "H", "H", "H", "H", "H", "H", "H", "H", "H", "H", "H", "H", "H", "H", "H", "H", "H", "H", "H", "H", "H", "H", "H", "H", "H", "H", "H", "H", "H", "H"],
  "positions_angstrom": [[0.52925, -1.99768, 0.24623], [5.55393, -1.16676, -4.11284], [-1.48959, 2.30458, -5.23479], [4.04916, -6.26937, -1.31961], [-2.78367, -3.13615, 3.12033], [-1.38259, 4.40198, 1.49620], [-4.28103, 0.53923, 5.72532], [2.31687, 0.38968, 5.89140], [6.63320, 3.77798, 0.50439], [-2.35967, -1.95510, 8.53749], [7.01761, 1.13018, 1.06853], [-4.81282, -0.72559, -1.56210], [-1.09470, 4.84267, -4.30767], [-2.75666, -4.59869, -2.86346], [3.08249, -4.11106, 3.87671], [-3.91715, -0.57284, 2.10076], [-2.56175, 1.48175, -5.79552], [0.45560, 3.36075, 4.65213], [4.28276, -6.56514, 4.90286], [-0.96017, 0.62704, 2.38319], [-4.83335, 5.24678, 0.62860], [4.27033, -0.85422, -4.52732], [-2.19053, 2.30251, 6.17482], [0.31563, 4.77545, -4.46394], [-1.61879, -1.10131, 5.08861], [1.42154, -4.74945, 0.70018], [-2.42212, -8.17328, -2.53248], [-2.29812, 0.03772, -3.89273], [-2.25232, -5.87424, -3.08188], [0.69048, 6.01186, -5.24365], [-0.83913, -3.01148, 6.38252], [-0.16063, -1.45305, 1.36850], [5.62842, 5.62403, -0.63038], [-0.27492, 5.08345, 1.78767], [2.58009, -4.67019, 5.10589], [2.83713, 2.99941, 4.40770], [3.03923, -2.71926, 3.72024], [4.21828, 1.31444, -3.16940], [-2.22599, -3.68318, -3.81729], [1.50840, 2.27700, 4.56713], [6.83222, -1.01446, -0.03719], [5.74799, -0.56003, 2.22562], [-3.24872, 4.17185, -0.85616], [-4.31047, -0.13287, -5.43168], [-2.71461, -6.55471, -0.64572], [-3.46326, 2.74020, 5.70020], [-3.31841, 2.97415, 4.20867], [0.91095, 0.70098, 0.77683], [-1.90851, -5.26454, 2.64475], [0.09849, 7.29514, -4.67515], [0.91430, 4.55027, -3.08137], [-3.32727, 0.86085, -4.72022], [-5.24183, -0.48572, 6.03269], [-2.35731, 2.68078, -7.84126], [-4.74201, -0.36326, 0.93255], [3.81958, -3.89133, 0.36009], [4.10924, 0.60870, -4.53625], [-2.60996, -1.10991, 9.69491], [-2.06421, -1.11373, 7.41711], [1.78473, -1.31344, -4.49055], [-2.47277, 5.23797, 1.30144], [-3.59980, 4.45651, 0.57389], [-2.93184, -4.25217, 2.18819], [1.38905, 1.45662, 5.87464], [2.49210, -0.25423, 7.13685], [2.19666, 6.07919, -5.26810], [-4.06532, 3.60176, -6.29131], [-5.20664, 0.57703, -6.38975], [3.22286, -1.46164, -2.28355], [-3.92836, 1.87138, -3.74799], [-4.94254, 1.14539, 0.58280], [5.23278, 1.17403, -5.41403], [1.58825, 0.20481, -4.42866], [3.22389, -1.69684, -3.84389], [-2.95538, -6.83480, -2.15396], [-3.35102, 2.29428, -6.78946], [4.28203, 3.72869, 0.26755], [2.40385, 4.67856, -3.19999], [-6.05907, -1.45873, -1.66413], [2.34649, -6.75290, 6.34693], [2.72735, 0.90787, -5.19945], [4.65486, -7.56799, -1.13005], [3.50732, -3.18611, -4.12026], [0.43842, 3.11857, -2.78177], [3.01769, -6.15292, -0.38216], [-4.72366, 1.83455, 6.05497], [6.16680, -0.02891, 0.88123], [0.16849, 5.85985, -6.68533], [-4.41805, -4.65784, 2.33551], [-1.93746, -1.96914, 6.18483], [-0.26174, -2.19403, -0.95343], [2.61431, -4.70986, -0.15572], [5.54989, 4.13678, -0.37873], [-0.35933, 0.03120, 1.16705], [-4.33929, 1.33396, -7.42946], [0.34720, 5.43103, -1.99221], [2.87127, -6.15628, 5.07324], [2.81768, 5.97615, -3.87495], [-4.13937, -1.04996, -0.25220], [3.16059, -2.40667, 2.68085], [5.06624, 2.26337, -5.46790], [-4.18905, 3.50537, 3.86280], [4.63453, -6.13010, 4.03709], [-3.65078, 3.48919, 1.09735], [3.26572, 1.30271, -2.63678], [4.27897, -1.36722, -2.03398], [-1.69253, 1.83564, -7.94337], [-2.50502, -6.18626, -4.13200], [4.60286, -3.86639, -0.40605], [0.84439, 1.80326, 0.79859], [-3.23140, 2.61467, -3.41993], [3.75314, -2.27273, 4.40879], [-3.12277, -0.69485, -0.35110], [-5.80641, -0.19586, -6.86269], [-5.02998, 1.85686, -8.06123], [1.53619, -0.79959, 7.34508], [-5.84053, -2.52108, -1.57416], [-1.54202, -1.73114, 4.27200], [-5.65591, 2.07322, 5.50766], [-0.29416, 3.04736, 5.24758], [-2.65197, -3.99876, 1.14642], [7.71586, -1.54438, 0.36864], [0.61395, 2.46554, -3.60969], [-2.25087, 6.08007, 0.64604], [-2.38362, -1.70682, 10.66467], [-1.95900, -0.20667, 9.67865], [3.49536, -2.89697, 0.56217], [-0.58740, 0.17878, 3.21970], [-0.69448, 2.26724, -5.78667], [-4.35114, -0.33844, 2.97077], [-3.38642, -7.09479, -0.04065], [-3.70244, -0.83025, 9.65820], [3.10726, 3.49577, 5.35620], [-2.86152, -9.02414, -2.15215], [0.65232, 4.57448, 1.49779], [-4.04894, -2.13270, -0.24881], [-3.31151, 2.05259, 3.61078], [-2.00029, -6.22053, 2.17620], [2.43963, 6.84472, -3.32126], [-4.74866, -5.25961, 1.49593], [-0.11355, 5.92860, 1.12512], [-1.75558, -0.68133, -4.53722], [6.55943, 5.75134, -1.21472], [-4.23810, 1.21337, -2.93200], [-3.92564, 4.28199, -7.16544], [0.07851, -2.65850, 6.87267], [-5.88462, 1.30182, -5.89479], [3.68382, 2.30146, 4.14098], [2.33092, -6.51532, 4.18491], [-1.22343, -3.83067, 6.97778], [3.40657, 3.58091, -0.41614], [-1.17887, -5.91655, -2.93149], [-0.62220, 3.00024, -2.50384], [4.74839, -7.75622, -0.02738], [-1.00686, 0.06258, 0.26494], [-2.48704, -4.01373, -4.85507], [0.96406, -1.83703, -3.99652], [5.23071, 0.81597, -6.44147], [-5.03167, 5.21130, 1.61930], [1.86855, -1.60381, -5.55797], [-0.93688, 6.05234, -6.68805], [2.25032, -4.26272, -1.09372], [0.97834, 2.95036, -1.81297], [-0.94709, -4.89743, 2.47509], [2.61601, -6.21689, 7.24639], [1.19483, 0.32698, -0.24747], [-3.03106, -0.04393, 2.10760], [-1.41952, -8.20270, -2.67608], [5.19778, -1.51979, 2.17306], [0.45364, -1.74467, 2.26633], [4.17331, -4.23258, 1.32867], [-3.98895, 1.65762, 0.45040], [-1.90853, 3.59670, -7.48608], [-1.14602, -3.72369, -3.69951], [5.93932, -1.49672, -4.88965], [1.71737, 0.37234, 1.43564], [-2.28582, 3.63853, -0.90591], [-0.97555, 7.22893, -4.47538], [2.80487, 0.49272, 7.93620], [2.47437, 7.00540, -5.70004], [-0.45234, -3.35466, 5.46553], [1.62724, 2.11737, 6.68104], [3.98952, 4.36710, 1.07318], [5.28959, 0.24437, 2.78505], [2.77885, 3.89553, -3.89056], [-3.65460, -0.78030, -6.05743], [7.16934, -0.34299, -0.86150], [4.36407, 2.73220, 0.63354], [-5.51229, 1.65216, 1.35870], [-5.97450, -0.70522, 5.22098], [-5.58151, 4.83356, 0.08813], [-1.70627, -6.79087, -0.39807], [-3.81897, 3.68279, 6.14208], [-1.24697, -2.64811, -0.70328], [-0.50497, -1.14903, -1.42164], [-2.77788, -5.48010, -0.37319], [4.96566, 0.77243, -2.56394], [-6.37174, -1.20905, -2.68843], [-1.58915, 0.65580, -3.43024], [5.28238, 0.37774, 0.24560], [5.65191, -7.61680, -1.58432], [-2.80476, -0.56019, -3.08423], [3.90761, -3.29607, -5.19902], [-4.80964, -0.66504, -4.60049], [2.64195, 3.67957, 3.56959], [0.65890, 7.52128, -3.75881], [-3.71292, 0.61934, -8.01030], [-4.67328, -1.41020, 6.17680], [-1.16691, -0.48178, 7.61509], [5.74931, 6.25680, 0.24811], [0.86627, 4.12066, 5.17962], [-2.76365, 2.96549, -8.86661], [3.88028, 6.08895, -4.00820], [6.69827, 2.83823, 0.44771], [-5.76875, -0.69917, 1.15901], [-4.90971, 1.95755, 7.14898], [0.29238, 4.79493, -6.97416], [2.76349, -2.29259, -1.76543], [-6.81383, -1.03973, -0.95490], [-2.58375, -2.63960, -3.61724], [0.92833, -3.89143, 0.73647], [-2.41625, 3.48781, 3.88143], [6.66024, -0.75588, 2.81888], [0.65394, 0.45910, -4.97706], [-1.96653, -5.44291, 3.73071], [-5.51250, 1.26233, -0.32749], [2.57655, 5.28760, -5.95057], [-1.15274, -1.83840, 1.60045], [-0.77767, 5.48564, -1.97316], [-0.82420, 1.63879, 2.39618], [-2.87796, -2.53102, 6.04899], [-4.53127, -5.23317, 3.26439], [1.38850, 0.50323, -3.40904], [-1.48082, 4.02102, -4.67669], [6.19204, 1.03009, -4.91420], [-1.79319, 1.52749, 5.69438], [-0.24428, 5.32451, 2.85701], [2.52789, -3.70232, -4.08022], [6.26898, -1.78037, -0.50508], [-2.83834, -0.42371, 7.20780], [-4.77400, 2.34485, -4.13964], [5.67555, 3.57571, -1.32889], [0.78510, 6.44609, -2.02562], [-2.43884, -0.55102, 4.87161], [1.50328, -4.48016, 5.19682], [3.10750, -4.31384, 6.01824], [2.14741, -6.78825, -0.64427], [7.88287, 0.82633, 1.34931], [4.78721, 5.99037, -1.22039], [2.86392, 4.59820, -2.18410], [3.25463, -1.04078, 6.98875], [-4.99288, -3.69047, 2.32884], [0.74423, 6.43568, -7.40845], [1.18260, 1.64765, 3.73134], [2.64900, -7.81041, 6.47028], [-3.23528, 5.06275, -1.49951], [1.50483, -5.35129, 1.53431], [2.01802, -2.29135, 3.93424], [3.37208, -6.53168, 0.58118], [0.37647, 1.06372, 6.03596], [4.27114, -3.57546, -3.40177], [0.64545, 5.03217, -1.04261], [-5.75671, -0.31299, 6.93313], [0.37694, -2.81270, -1.56749], [-2.17966, 2.20413, 7.17516], [1.25710, -6.65664, 6.32122], [-4.07944, -6.91809, -2.30805], [-3.62737, 4.02718, -5.37873], [2.76768, -0.52892, -2.04249], [-3.21823, -2.35354, 2.65643], [4.88281, -6.16325, 5.62921], [2.60350, 2.03134, -5.21788], [2.76476, 0.45589, -6.21090], [-2.83785, 5.56592, 2.29080], [4.11026, -8.48766, -1.43313], [4.50764, 2.36786, -3.50134], [0.31587, 8.08963, -5.38145], [-5.10711, 3.40343, -6.10656], [-3.89541, 3.43548, -1.29002]],
  "atomic_forces_ev_per_a": [[-1.0, -0.6, -0.2], [0.0, 0.1, 2.3], [-1.1, 0.1, 0.4], [0.7, -1.8, -0.1], [-0.1, 0.7, -1.7], [-1.7, -2.0, -1.3], [-1.4, -1.0, 0.2], [0.6, 0.0, -0.5], [-0.4, 1.7, -0.7], [0.3, 1.4, 0.8], [-0.6, -0.6, -0.2], [0.3, -0.8, 2.2], [-0.6, 0.1, 0.1], [-0.2, 1.3, -0.1], [-0.2, -0.8, 0.1], [1.2, -0.6, 0.0], [0.6, 0.6, -1.4], [0.9, -0.5, -0.1], [0.1, 1.0, -0.7], [-0.4, -0.4, -0.8], [0.9, -0.1, 0.8], [-2.3, 0.0, -0.8], [-0.2, 1.2, 1.2], [0.1, 0.7, -0.4], [0.2, -0.3, -1.6], [1.0, -1.8, -0.1], [-0.7, 0.0, -0.3], [-1.4, -1.8, -0.5], [-1.6, -0.5, -0.9], [-0.7, -0.6, 0.0], [0.1, 0.4, 1.0], [0.6, -0.1, 0.7], [1.2, 0.1, -1.0], [3.2, 1.3, 0.5], [1.1, 0.6, -0.4], [0.5, -1.4, -0.6], [-1.6, 0.6, 0.7], [0.3, 0.5, -0.9], [-0.4, 0.1, 0.0], [-1.6, 0.3, 1.3], [2.0, 1.0, -0.8], [0.8, -0.4, 0.4], [1.1, -0.4, -0.4], [1.4, 0.7, 1.2], [0.3, 1.9, -1.3], [-1.7, 0.4, -0.8], [-0.5, -0.6, -0.8], [1.3, 0.0, -1.2], [-1.3, -0.5, 1.2], [0.6, 0.0, 0.6], [-2.5, -0.3, -1.5], [1.5, -0.4, 0.4], [1.1, -0.9, -1.6], [-0.1, 0.9, -1.4], [-1.4, 1.7, 0.2], [-0.5, -0.5, -0.4], [-0.5, -0.1, -0.5], [-0.3, -1.2, 0.5], [0.5, -0.7, 0.6], [2.3, 0.4, -0.1], [-1.8, -0.4, -0.4], [0.6, 0.0, 0.0], [-0.4, 0.2, 1.2], [0.6, -0.6, -0.7], [-0.6, 0.0, -0.1], [0.2, -1.3, 0.2], [1.0, -0.4, -0.8], [-0.1, 0.5, -0.4], [0.7, -0.4, -1.8], [-0.1, -2.0, 0.3], [0.1, -0.5, 0.2], [-0.3, 0.9, 0.3], [-0.8, -0.3, -1.6], [-0.9, 0.5, 0.4], [-0.4, -2.1, 1.0], [-0.4, 0.1, 0.7], [-2.0, -0.9, -0.9], [1.2, -0.2, -0.1], [0.8, 1.6, -0.5], [-1.0, -0.9, 0.1], [0.6, 0.1, 1.1], [0.4, -0.2, 1.1], [0.6, 0.4, -1.2], [0.6, 0.7, 2.2], [-0.7, 0.0, 0.2], [1.6, 0.2, -0.2], [-1.3, 0.6, -1.1], [-0.9, -1.5, 0.5], [0.6, 0.7, -0.5], [0.9, -0.8, 1.1], [-0.6, 2.2, 0.9], [-0.5, 0.1, 0.3], [0.7, 0.0, 0.3], [-0.2, 0.3, 0.4], [-0.1, -1.4, 0.9], [-0.7, 1.4, 0.1], [0.5, -0.2, -0.3], [-0.9, 0.5, -0.4], [-0.3, 0.0, -2.5], [0.6, -0.5, 0.1], [0.1, -0.3, -0.1], [-0.3, 0.5, -0.3], [-0.2, -0.3, 0.4], [-0.2, 0.2, 0.0], [0.2, 0.3, 0.0], [0.0, -0.3, 0.4], [0.6, 0.1, -0.3], [0.5, 0.1, 0.7], [0.0, -0.1, 0.3], [0.0, -0.4, -0.2], [0.6, 0.2, 0.2], [0.2, 0.5, -0.2], [0.4, 0.4, -0.2], [-0.4, 0.2, -0.3], [0.0, 0.5, -0.7], [0.6, 0.5, 0.6], [-0.4, -0.1, 0.2], [0.1, 0.5, 0.3], [0.5, 0.3, 0.1], [-0.6, -0.1, 0.1], [-0.4, 0.4, 0.4], [-0.2, 0.5, 0.2], [0.6, -0.5, -0.1], [0.3, 0.4, 0.2], [-0.5, 0.9, -1.8], [-0.4, -0.5, 0.0], [-0.3, 1.0, -0.2], [0.0, 0.4, -0.1], [-0.5, -0.5, -0.2], [-0.6, 0.2, 0.4], [-0.8, -0.8, 0.7], [1.1, 0.0, 0.3], [-0.2, 0.1, -0.5], [0.7, 1.1, -0.1], [-0.2, -0.9, 0.6], [-0.3, -0.3, 0.6], [0.0, -0.2, 0.4], [-0.2, -0.6, -0.6], [0.4, -0.1, 0.2], [-0.1, -0.2, -0.1], [-0.6, 1.0, 0.2], [-0.2, 0.4, 0.1], [-0.4, 0.3, 0.1], [-0.2, 0.6, 0.4], [-0.5, 0.0, 1.0], [-0.4, 0.4, 0.3], [0.2, -0.4, -0.1], [-0.9, 0.7, 0.2], [0.1, -0.4, 0.3], [0.0, -0.3, 0.0], [0.6, 0.7, 0.2], [0.5, 0.0, 0.1], [0.3, 0.6, -0.3], [0.4, 0.4, -0.7], [-0.4, 0.5, 0.7], [0.1, 0.4, 0.7], [0.2, -0.2, 0.0], [0.1, -0.4, 0.1], [-1.0, 0.4, 0.0], [-0.3, -0.1, 0.5], [1.0, 0.1, -0.3], [0.4, -0.2, 0.0], [-0.1, -1.0, -0.9], [1.7, 0.7, -0.5], [0.6, 0.3, 0.2], [-0.1, 0.7, 0.8], [-0.2, -0.1, -0.3], [-0.3, -0.3, 0.4], [0.0, 0.8, 0.0], [-0.3, 0.7, -0.7], [0.2, -0.6, 0.0], [0.1, -0.1, 0.0], [1.0, 0.1, -0.1], [0.4, 0.3, -0.3], [1.0, -0.8, -1.5], [0.1, 0.2, 0.2], [0.1, 0.5, 0.0], [0.3, 0.0, -0.1], [-0.5, -1.0, -0.7], [0.4, 1.1, -0.6], [0.0, -0.8, -1.5], [0.1, 0.7, 0.9], [-0.1, 0.5, 0.6], [-0.8, -0.1, 0.1], [-0.1, -0.1, 0.7], [-0.4, -0.1, 0.8], [0.2, -0.8, 0.2], [0.4, -0.9, 0.7], [0.1, 0.0, 0.3], [0.4, 0.6, 0.3], [0.0, -0.2, 0.2], [0.9, -0.6, 0.2], [0.9, 0.2, 0.2], [0.7, -0.1, -0.2], [0.6, -1.9, 0.4], [-0.4, -0.5, -0.4], [0.0, 0.7, -0.2], [-0.3, -0.4, 0.3], [1.0, 1.0, 0.6], [1.1, -0.5, 1.4], [-0.3, 0.4, 0.0], [0.2, 0.6, -0.8], [-0.6, 0.1, 1.7], [0.0, -0.1, -0.6], [0.6, 0.2, 0.3], [-0.6, 0.3, -0.1], [-0.7, 0.3, 0.2], [-0.1, 0.1, -0.1], [-0.1, -0.6, -0.2], [-0.2, -0.4, 0.3], [0.1, 0.3, 0.0], [0.0, -0.6, 1.3], [0.5, -0.1, 0.4], [0.3, -1.3, 0.3], [0.4, -0.5, -0.1], [0.0, -0.4, -0.5], [0.0, 0.4, 0.1], [-0.1, -0.1, 0.2], [0.5, -0.7, -0.4], [0.1, -1.2, -0.1], [-0.2, 0.7, 0.6], [0.1, 0.3, 0.5], [-0.1, -0.2, -0.3], [0.3, -0.2, 0.4], [-0.3, 0.2, -0.2], [-0.1, -0.1, -0.4], [-0.1, 0.2, 0.5], [-0.2, -0.8, -0.5], [1.2, 0.0, -0.3], [0.0, -0.3, 0.2], [0.1, 0.2, -0.1], [-0.2, 0.4, -0.2], [0.4, 0.4, 0.3], [0.7, 0.1, 0.1], [0.0, -0.1, -0.3], [-0.1, -0.9, -0.2], [0.3, 0.4, -0.2], [0.7, -0.1, 0.3], [-1.2, -0.6, -0.1], [-1.2, 0.9, 0.2], [-1.4, 0.8, -0.5], [-0.1, 0.4, 0.2], [-0.5, -0.4, 0.0], [-0.2, 0.4, 0.0], [0.1, 0.0, 0.0], [-0.2, 0.6, -0.5], [0.2, 0.4, -0.1], [0.2, -0.1, 0.1], [0.0, -0.1, 0.0], [-0.2, -0.2, -0.8], [-0.2, 0.6, 0.2], [0.3, -1.1, 0.2], [-0.3, 0.4, 0.1], [0.7, 0.1, -0.1], [-0.3, 0.6, -0.2], [0.1, -0.2, 0.3], [-0.1, 1.1, -0.6], [0.7, -0.4, 0.3], [0.0, 0.0, 0.3], [-0.1, 0.0, -0.2], [-0.8, 0.0, -0.6], [0.2, -0.4, 0.7], [-0.7, 0.6, 1.2], [-0.3, -0.1, -0.5], [0.3, -0.4, 0.2], [-0.1, -0.4, 0.1], [1.3, 0.6, -0.2], [0.0, 0.0, -0.4], [-0.6, 0.5, 0.4], [0.4, -0.7, 0.8], [-0.4, -0.1, 0.0], [0.0, -1.2, -0.2], [-0.1, 0.6, 0.3], [0.0, 0.3, -0.3], [-0.4, 0.9, -0.5], [-0.2, -1.2, 1.4], [-0.2, 0.3, -0.1], [-0.5, 0.2, 0.0], [-0.9, -0.2, -0.3]]
}